{"formula": "H5OS2", "method": "wB97M-V/def2-TZVPD", "species": ["O", "H", "H", "H", "S", "S", "H", "H"], "positions_angstrom": [[-2.389, 0.823, -2.281], [-2.377, -0.101, -2.787], [-3.325, 1.051, -2.204], [0.346, -0.793, -1.025], [0.534, -0.550, 1.671], [0.900, 0.059, -0.285], [1.573, 0.057, 2.240], [-0.053, 1.061, -0.163]], "e_homo_ev": -15.11, "mol_weight_da": 85.17, "e_tot_ha": -874.2669, "total_charge": 1, "orbital_gap_ev": 9.4, "de_lowest_ev": 0.7063}

***

{"formula": "C4H17N2O2", "method": "wB97M-V/def2-TZVPD", "species": ["C", "N", "C", "N", "C", "C", "H", "H", "H", "H", "H", "H", "H", "H", "H", "H", "H", "H", "H", "H", "H", "O", "H", "H", "O"], "positions_angstrom": [[0.517, 0.056, 1.617], [1.322, 1.202, 2.021], [0.590, -0.147, 0.112], [0.603, 1.205, -0.527], [-0.717, 1.908, -0.591], [-1.787, 1.248, -1.477], [0.735, -0.832, 2.207], [-0.529, 0.275, 1.831], [2.283, 0.973, 2.239], [0.942, 1.735, 2.789], [1.486, -0.623, -0.285], [-0.221, -0.761, -0.273], [1.229, 1.821, 0.004], [0.988, 1.155, -1.469], [-0.568, 2.929, -0.936], [-1.086, 1.907, 0.411], [-1.587, 0.225, -1.792], [-2.703, 1.262, -0.887], [-2.031, 1.826, -2.364], [2.286, -3.211, 1.093], [0.794, -3.521, 1.171], [1.429, -2.962, 0.714], [-1.285, -2.303, -2.621], [-1.330, -3.135, -1.327], [-1.360, -2.232, -1.660]], "e_homo_ev": -13.64, "mol_weight_da": 125.19, "e_tot_ha": -422.3592, "total_charge": 1, "orbital_gap_ev": 11.0, "de_lowest_ev": 0.9121}

***

{"formula": "C30H20N2O4PRhSe", "method": "wB97M-V/def2-TZVPD", "species": ["Rh", "O", "C", "C", "C", "C", "C", "C", "C", "O", "N", "O", "O", "H", "H", "H", "H", "C", "C", "C", "C", "C", "C", "P", "C", "C", "C", "C", "C", "C", "C", "C", "C", "C", "C", "C", "C", "C", "C", "C", "H", "H", "H", "H", "H", "H", "H", "H", "H", "H", "H", "H", "H", "H", "H", "H", "Se", "C", "N"], "positions_angstrom": [[-0.335, 0.846, -0.767], [-1.779, -0.531, -0.551], [-3.001, -0.306, -0.522], [-3.704, 0.917, -0.707], [-5.106, 0.832, -0.611], [-5.885, 1.937, -0.776], [-5.304, 3.197, -1.051], [-3.956, 3.312, -1.151], [-3.075, 2.187, -0.987], [-1.827, 2.368, -1.070], [-7.330, 1.818, -0.671], [-7.801, 0.724, -0.413], [-7.994, 2.827, -0.833], [-3.633, -1.186, -0.346], [-5.579, -0.118, -0.403], [-5.952, 4.052, -1.178], [-3.490, 4.266, -1.358], [2.162, 1.498, 4.608], [2.128, 0.118, 4.459], [1.747, -0.442, 3.249], [1.399, 0.378, 2.176], [1.418, 1.760, 2.339], [1.805, 2.318, 3.547], [0.993, -0.317, 0.544], [0.436, -2.009, 0.899], [-0.627, -2.157, 1.792], [-1.185, -3.403, 2.020], [-0.696, -4.516, 1.346], [0.347, -4.373, 0.445], [0.913, -3.125, 0.220], [2.606, -0.557, -0.290], [3.611, -1.363, 0.180], [4.593, -1.853, -0.704], [4.489, -1.610, -2.047], [3.484, -0.756, -2.562], [3.299, -0.531, -3.954], [2.318, 0.313, -4.381], [1.563, 1.074, -3.461], [1.733, 0.888, -2.115], [2.622, -0.130, -1.641], [2.457, 1.932, 5.554], [2.397, -0.524, 5.288], [1.717, -1.519, 3.142], [1.111, 2.402, 1.524], [1.816, 3.394, 3.664], [-1.020, -1.288, 2.308], [-2.004, -3.508, 2.720], [-1.133, -5.491, 1.520], [0.724, -5.236, -0.089], [1.720, -3.025, -0.494], [3.604, -1.693, 1.212], [5.383, -2.491, -0.329], [5.181, -2.073, -2.740], [3.935, -1.047, -4.662], [2.159, 0.466, -5.440], [0.916, 1.871, -3.805], [2.518, 4.503, -0.496], [1.813, 3.017, -0.927], [1.303, 1.964, -1.224]], "e_homo_ev": [-7.15, -7.15], "mol_weight_da": 685.34, "e_tot_ha": -4418.9096, "total_charge": 0, "orbital_gap_ev": [6.5, 6.5], "de_lowest_ev": 0.8532}

***

{"formula": "C37H79CaN2O9", "method": "wB97M-V/def2-TZVPD", "species": ["Ca", "O", "C", "O", "O", "H", "C", "C", "C", "O", "C", "H", "H", "H", "H", "H", "H", "H", "H", "C", "C", "C", "O", "C", "H", "H", "H", "H", "H", "H", "H", "H", "C", "C", "C", "O", "C", "H", "H", "H", "H", "H", "H", "H", "H", "C", "C", "C", "O", "C", "H", "H", "H", "H", "H", "H", "H", "H", "C", "C", "C", "O", "C", "H", "H", "H", "H", "H", "H", "H", "H", "C", "C", "C", "O", "C", "H", "H", "H", "H", "H", "H", "H", "H", "C", "C", "N", "C", "C", "C", "C", "H", "H", "H", "H", "H", "H", "H", "H", "H", "H", "H", "H", "H", "H", "H", "C", "C", "N", "C", "C", "C", "C", "H", "H", "H", "H", "H", "H", "H", "H", "H", "H", "H", "H", "H", "H", "H"], "positions_angstrom": [[-19.088, -5.266, 9.594], [-17.317, -2.319, 7.238], [-17.847, -3.286, 7.983], [-17.833, -3.226, 9.253], [-18.391, -4.315, 7.490], [-17.609, -2.655, 6.323], [-14.636, 1.323, 7.223], [-13.141, 1.340, 7.503], [-12.679, 0.387, 6.420], [-13.651, -0.657, 6.433], [-14.940, -0.100, 6.760], [-14.764, 2.001, 6.366], [-15.310, 1.781, 7.949], [-12.946, 0.851, 8.462], [-12.711, 2.338, 7.511], [-11.695, -0.032, 6.625], [-12.673, 0.854, 5.428], [-15.365, -0.687, 7.571], [-15.584, -0.055, 5.881], [-21.499, -3.051, 12.792], [-20.217, -2.256, 12.993], [-19.149, -3.036, 12.191], [-19.837, -4.097, 11.526], [-20.999, -4.418, 12.308], [-22.149, -2.596, 12.048], [-22.047, -3.205, 13.720], [-19.920, -2.258, 14.042], [-20.224, -1.221, 12.663], [-18.350, -3.470, 12.802], [-18.663, -2.417, 11.435], [-20.749, -5.086, 13.140], [-21.733, -4.996, 11.739], [-16.459, -6.599, 13.053], [-15.358, -6.039, 12.161], [-16.145, -5.028, 11.336], [-17.340, -5.742, 11.014], [-17.707, -6.557, 12.168], [-16.612, -5.907, 13.887], [-16.214, -7.559, 13.503], [-15.006, -6.861, 11.531], [-14.474, -5.622, 12.638], [-15.645, -4.668, 10.439], [-16.383, -4.125, 11.910], [-18.002, -7.520, 11.747], [-18.540, -6.116, 12.718], [-20.079, 0.770, 8.461], [-20.126, 2.290, 8.521], [-19.226, 2.522, 9.707], [-18.167, 1.597, 9.552], [-18.606, 0.452, 8.796], [-20.383, 0.413, 7.478], [-20.732, 0.333, 9.219], [-21.149, 2.650, 8.647], [-19.736, 2.755, 7.614], [-19.754, 2.250, 10.635], [-18.890, 3.553, 9.812], [-18.568, -0.459, 9.391], [-18.035, 0.326, 7.875], [-16.281, -0.629, 12.672], [-15.566, -0.886, 11.342], [-14.863, 0.421, 11.066], [-14.430, 0.841, 12.362], [-15.510, 0.567, 13.247], [-16.216, -1.497, 13.330], [-17.341, -0.433, 12.491], [-16.250, -1.124, 10.522], [-14.885, -1.726, 11.487], [-15.515, 1.218, 10.686], [-14.024, 0.328, 10.378], [-16.105, 1.484, 13.337], [-15.112, 0.358, 14.241], [-19.162, -8.958, 3.782], [-19.056, -7.455, 3.997], [-18.830, -7.397, 5.497], [-18.075, -8.569, 5.821], [-17.989, -9.402, 4.668], [-19.114, -9.309, 2.753], [-20.102, -9.327, 4.201], [-19.960, -6.920, 3.695], [-18.230, -7.075, 3.392], [-19.785, -7.435, 6.033], [-18.264, -6.499, 5.752], [-18.104, -10.442, 4.972], [-17.053, -9.307, 4.110], [-15.825, -6.719, 7.848], [-15.741, -7.860, 8.868], [-15.997, -9.198, 8.366], [-15.111, -9.490, 7.238], [-15.333, -10.902, 6.658], [-15.788, -10.154, 9.455], [-16.726, -9.974, 10.641], [-14.991, -6.660, 7.150], [-15.911, -5.746, 8.343], [-16.710, -6.744, 7.209], [-14.752, -7.826, 9.360], [-16.483, -7.607, 9.629], [-15.272, -8.754, 6.456], [-14.054, -9.474, 7.548], [-16.378, -11.183, 6.536], [-14.819, -10.933, 5.699], [-14.925, -11.655, 7.332], [-14.750, -10.124, 9.823], [-15.952, -11.160, 9.075], [-16.526, -10.844, 11.277], [-17.790, -10.068, 10.422], [-16.513, -9.069, 11.209], [-19.656, -1.153, 4.956], [-18.285, -1.324, 4.281], [-17.784, -2.698, 4.474], [-16.352, -2.766, 4.173], [-15.713, -4.079, 4.578], [-18.581, -3.722, 3.805], [-18.792, -3.555, 2.306], [-19.944, -0.104, 4.860], [-19.592, -1.434, 6.005], [-20.399, -1.742, 4.421], [-18.446, -1.092, 3.224], [-17.558, -0.649, 4.727], [-15.857, -1.965, 4.726], [-16.180, -2.556, 3.107], [-16.036, -4.409, 5.570], [-14.625, -4.042, 4.554], [-15.980, -4.922, 3.932], [-18.140, -4.702, 3.996], [-19.541, -3.791, 4.322], [-17.887, -3.506, 1.708], [-19.466, -4.331, 1.935], [-19.418, -2.668, 2.155]], "e_homo_ev": -10.57, "mol_weight_da": 736.12, "e_tot_ha": -2921.2834, "total_charge": 1, "orbital_gap_ev": 6.9}

***

{"formula": "C8H14NO", "method": "wB97M-V/def2-TZVPD", "species": ["C", "C", "C", "C", "C", "C", "C", "C", "N", "O", "H", "H", "H", "H", "H", "H", "H", "H", "H", "H", "H", "H", "H", "H"], "positions_angstrom": [[0.451, -0.688, 2.590], [1.659, -0.881, 2.061], [-0.573, -0.345, 1.649], [1.650, -0.640, 0.589], [0.066, 1.745, -1.089], [0.310, -0.628, -2.056], [-1.858, 0.129, -0.951], [-0.299, 0.245, -0.953], [0.277, -0.126, 0.325], [-1.753, 0.160, 1.700], [0.093, -1.042, 3.581], [2.558, -1.200, 2.629], [2.457, 0.058, 0.205], [1.944, -1.543, 0.052], [-0.487, 2.231, -1.973], [-0.323, 2.331, -0.255], [1.095, 1.685, -1.119], [-0.029, -1.622, -1.994], [1.454, -0.449, -1.994], [0.115, -0.192, -2.952], [-2.356, 0.138, -1.884], [-2.244, -0.605, -0.246], [-2.185, 1.052, -0.615], [-2.023, 0.185, 2.699]], "smiles": "CC(C)(C)[N+]1=C(O)C=CC1", "e_homo_ev": [-13.70, -13.70], "mol_weight_da": 140.21, "e_tot_ha": -442.8821, "total_charge": 1, "orbital_gap_ev": [8.7, 8.7], "de_lowest_ev": 2.8500}

***

{"formula": "C8H16N2O4P", "method": "wB97M-V/def2-TZVPD", "species": ["C", "P", "O", "C", "N", "C", "C", "N", "H", "H", "H", "H", "H", "H", "H", "H", "C", "C", "O", "C", "O", "O", "C", "H", "H", "H", "H", "H", "H", "H", "H"], "positions_angstrom": [[-0.241, -1.563, 4.943], [0.004, 0.030, 3.851], [-1.510, 0.464, 3.057], [1.284, -0.572, 2.511], [0.681, -1.394, 1.394], [1.904, -1.745, 0.563], [3.247, -1.040, 1.263], [2.777, -0.327, 2.515], [-1.273, -1.585, 5.494], [0.690, -1.555, 5.689], [-0.102, -2.555, 4.294], [-1.919, -0.419, 2.769], [-0.335, -1.636, 1.272], [1.842, -2.411, -0.406], [4.360, -1.067, 0.886], [3.281, 0.218, 3.249], [-1.811, 0.349, -0.833], [-0.550, 1.154, -1.093], [-0.016, 0.861, -2.390], [-0.640, 1.463, -3.432], [-1.593, 2.227, -3.355], [-0.044, 1.053, -4.578], [-0.668, 1.546, -5.762], [-1.627, -0.719, -0.992], [-2.164, 0.500, 0.191], [-2.614, 0.637, -1.519], [0.216, 0.873, -0.363], [-0.726, 2.230, -0.978], [-0.772, 2.635, -5.734], [-1.644, 1.068, -5.893], [-0.036, 1.282, -6.614]], "e_homo_ev": -12.89, "mol_weight_da": 235.20, "e_tot_ha": -1065.8314, "total_charge": 1, "orbital_gap_ev": 8.2}